DFT (ωB97M-V/def2-TZVPD) results for the molecule C4H6N2O.

Each line ends with the Löwdin charge.
Positions of all 13 atoms, in Å:
N 0.5948 -0.0364 2.6307  0.088
C 0.3104 -0.2547 1.4189  -0.305
O 1.1151 0.3553 0.4889  -0.087
C 0.9349 -0.0674 -0.8460  -0.226
C -0.2850 0.6039 -1.4716  -0.156
C -1.5138 0.0617 -0.8052  -0.104
N -1.6116 -0.4616 0.2639  0.180
H -0.0673 -0.4943 3.2527  0.029
H -1.5377 -0.8886 1.1772  0.094
H 0.8199 -1.1590 -0.8872  0.124
H 1.8438 0.2087 -1.3877  0.126
H -0.2590 1.6833 -1.2826  0.126
H -0.3445 0.4492 -2.5521  0.109

Atoms 1-2, force components in eV/Å:
-0.5 -0.2 -0.5
1.2 0.5 0.5

The orbital gap (spin up / spin down) comes out at 8.05 / 7.08 eV. The value obtained for the energy relative to the best compared isomer or geometry (same formula, charge and spin) is 134.3 kcal per mole. The value obtained for the molar mass is 98.105 g mol⁻¹.

***

DFT (ωB97M-V/def2-TZVPD) results for C33H54As3Br3NORuS as an isolated structure.

Each line ends with the Löwdin spin population.
Positions of all 97 atoms, in Å:
Ru 1.3611 0.8324 0.8145  0.034
C -4.8785 0.2976 -3.5897  0.019
C -3.9747 1.3558 -4.2492  0.024
C -4.6372 2.7381 -4.1374  0.013
C -3.8034 1.0103 -5.7273  0.000
C -2.6599 1.3587 -3.4947  0.199
C -2.6455 1.7875 -2.1421  0.024
C -1.4955 1.7413 -1.4266  0.105
Br -1.5266 2.3079 0.3605  0.008
C -0.2426 1.2451 -1.9879  0.123
O 0.7741 1.0591 -1.2575  0.261
C -0.2468 0.8971 -3.4058  0.151
C -1.4565 0.9397 -4.0646  -0.002
C 0.9711 0.4790 -4.2349  0.013
C 2.3169 0.5162 -3.5164  -0.001
C 1.0730 1.4433 -5.4275  0.008
C 0.7467 -0.9479 -4.7561  0.008
H -5.8336 0.2682 -4.1126  0.003
H -5.0793 0.5304 -2.5442  0.000
H -4.4321 -0.6954 -3.6448  0.000
H -5.5447 2.7435 -4.7403  0.002
H -3.9852 3.5283 -4.5089  0.000
H -4.9288 2.9834 -3.1174  0.000
H -4.7783 1.0480 -6.2113  0.000
H -3.4104 0.0042 -5.8763  0.000
H -3.1543 1.7184 -6.2436  0.000
H -3.5532 2.1449 -1.6805  -0.001
H -1.4767 0.6472 -5.1031  -0.003
H 2.5429 1.5226 -3.1727  0.000
H 3.0847 0.2306 -4.2366  0.000
H 2.3724 -0.1648 -2.6691  0.000
H 1.2085 2.4723 -5.0939  0.000
H 0.1941 1.4101 -6.0687  0.000
H 1.9342 1.1689 -6.0359  0.001
H 0.6633 -1.6642 -3.9372  0.000
H 1.5967 -1.2455 -5.3699  0.001
H -0.1477 -1.0343 -5.3708  0.000
Br 1.8082 3.5383 0.4826  -0.001
C 2.9216 4.3183 1.8704  -0.001
Br 4.1281 3.0655 2.6555  0.002
H 2.2542 4.7048 2.6315  0.000
H 3.4960 5.1025 1.3908  0.000
C -0.0652 2.2550 3.8794  -0.001
As 0.7512 0.6378 3.2126  0.006
C 2.2513 0.4408 4.4198  0.006
C -0.3872 -0.7907 3.9081  -0.004
C -1.0496 -1.7926 2.9560  0.000
C -2.1225 -1.1211 2.1130  0.000
C 0.0329 -2.4453 2.0659  0.000
As 0.7395 -1.4355 0.5720  -0.001
C 2.1361 -2.5982 -0.0710  0.000
C -0.5768 -1.6458 -0.8253  0.000
C -1.6489 -2.9305 3.8044  0.000
As -3.2109 -2.8370 5.0415  0.000
C -4.6737 -2.7768 3.7329  0.000
C -3.3108 -0.9573 5.6066  0.000
H -0.3716 2.0824 4.9116  0.000
H -0.9352 2.5226 3.2824  0.000
H 0.6639 3.0630 3.8442  0.000
H 1.8795 0.6528 5.4242  0.000
H 3.0579 1.1238 4.1697  0.000
H 2.6126 -0.5823 4.3824  0.000
H -1.1396 -0.2944 4.5240  0.000
H 0.2739 -1.3325 4.5916  0.000
H -1.7118 -0.3553 1.4522  0.000
H -2.8654 -0.6318 2.7440  0.000
H -2.6514 -1.8530 1.4984  0.000
H -0.3535 -3.3634 1.6118  0.000
H 0.9011 -2.7430 2.6652  0.000
H 1.6636 -3.5398 -0.3585  0.000
H 2.8734 -2.7801 0.7050  0.000
H 2.6279 -2.1551 -0.9362  0.000
H -0.9830 -2.6553 -0.7474  0.000
H -0.0908 -1.5261 -1.7914  0.001
H -1.3799 -0.9230 -0.7232  0.001
H -0.8465 -3.3587 4.4143  0.000
H -1.9569 -3.7355 3.1278  0.000
H -4.5703 -3.6116 3.0398  0.000
H -4.7362 -1.8471 3.1717  0.000
H -5.6032 -2.9164 4.2839  0.000
H -2.5036 -0.7231 6.3001  0.000
H -4.2482 -0.8760 6.1588  0.000
H -3.3367 -0.2285 4.7985  0.000
S 5.8163 1.1770 -0.7074  -0.004
C 4.1222 1.2627 -0.6689  -0.006
N 3.4976 0.5020 0.1852  0.010
C 4.4352 -0.2385 0.9211  0.004
C 4.1622 -1.1529 1.9382  0.000
C 5.2090 -1.7925 2.5600  0.000
C 6.5379 -1.5372 2.1852  0.000
C 6.8276 -0.6397 1.1847  0.000
C 5.7592 0.0085 0.5597  0.001
H 3.5978 1.9318 -1.3293  0.000
H 3.1390 -1.3463 2.2292  -0.001
H 5.0129 -2.5040 3.3490  0.000
H 7.3427 -2.0537 2.6886  0.000
H 7.8485 -0.4405 0.8936  0.000

Atoms 1-2, force components in eV/Å:
-0.8 0.7 -1.0
0.0 0.0 0.0

The net charge is +2. The orbital gap (spin up / spin down) comes out at 6.72 / 5.16 eV. The spin multiplicity is 2. The value obtained for the energy relative to the best compared isomer or geometry (same formula, charge and spin) is 25.2 kcal per mole. The value obtained for the molar mass is 1078.416 g mol⁻¹. Its expectation value of S² is 1.142.

***

DFT (ωB97M-V/def2-TZVPD) results for C7H12O6 as an isolated structure.

Each line ends with the Löwdin charge.
Positions of all 25 atoms, in Å:
C 2.7730 -0.5393 -0.7061  -0.209
C 1.4493 -1.2377 -0.3420  -0.305
C 0.0719 -0.5000 -0.3197  -0.361
C 0.0198 1.5023 -0.2695  -0.471
C -0.6078 2.6838 0.4692  -0.036
C -1.9802 -1.0354 -0.3893  -0.584
C -2.8431 -0.4600 0.6197  0.051
H 2.2725 -0.5046 1.0468  0.125
H 3.5749 -1.2705 -0.8258  0.100
H 3.0217 0.0385 -1.6867  0.141
H 1.0020 -2.3317 -0.7205  0.220
H 0.4604 -1.3617 1.2950  0.317
H 0.0229 0.1918 -1.1654  0.144
H 0.8149 1.7981 -1.0773  0.215
H -0.1985 3.8107 0.0573  0.148
H -0.9534 2.7727 1.8714  0.228
H -1.9892 -0.8396 -1.4023  0.158
H -2.8177 -0.5612 1.7846  0.144
H -3.7912 0.2579 0.5102  0.152
O 3.1645 0.2077 0.5224  -0.213
O 1.6336 -1.6530 0.9521  -0.039
O -0.0071 0.5087 0.6927  0.012
O -1.2834 1.9056 -0.6747  -0.052
O -0.8356 -1.5105 -0.1993  0.078
O -2.9743 -1.8728 -0.0430  0.036

Atoms 1-2, force components in eV/Å:
2.6 1.3 -0.3
-2.8 -3.1 -3.3

The orbital gap comes out at 9.56 eV. The value obtained for the energy relative to the best compared isomer or geometry (same formula, charge and spin) is 305.8 kcal per mole. The value obtained for the molar mass is 192.167 g mol⁻¹.

***

DFT (ωB97M-V/def2-TZVPD) results for a 9-piece molecular cluster, C23H59Cl8NO17P4 overall.

Each line ends with the Löwdin charge.
Positions of all 112 atoms, in Å:
C 5.9737 -2.7490 5.2007  -0.099
O 5.4175 -1.4552 4.9863  -0.229
P 4.0288 -1.0262 5.7085  0.466
O 3.8730 0.4605 5.8485  -0.249
O 2.9817 -1.7464 4.6800  -0.246
C 2.8590 -1.3008 3.3016  -0.089
O 3.9018 -2.0098 6.9794  -0.216
C 4.6976 -1.6320 8.1099  -0.113
H 6.7744 -2.8884 4.4743  0.092
H 5.2398 -3.5374 5.0337  0.078
H 6.4911 -2.7922 6.1591  0.084
H 3.0732 -2.1047 2.5974  0.070
H 3.4449 -0.4444 2.9681  0.090
H 1.8269 -1.0007 3.1203  0.072
H 4.1742 -0.9995 8.8269  0.091
H 5.6144 -1.1109 7.8339  0.088
H 4.9901 -2.4676 8.7457  0.091
C -1.4550 -4.9764 2.3816  -0.096
O -0.2423 -5.3609 1.7172  -0.210
P 0.9921 -4.3692 1.5925  0.431
O 0.6584 -2.9791 1.8418  -0.237
O 2.1830 -5.0104 2.5241  -0.218
C 2.2951 -4.6976 3.8992  -0.107
O 1.4736 -4.7624 0.0924  -0.195
C 2.8012 -4.4791 -0.2143  -0.171
H -1.7019 -5.8065 3.0435  0.093
H -2.2177 -4.9519 1.6032  0.074
H -1.3811 -3.9595 2.7671  0.047
H 2.2205 -5.6080 4.4939  0.092
H 1.5090 -4.0216 4.2358  0.089
H 3.2532 -4.2531 4.1686  0.064
H 3.2241 -3.8390 0.5600  0.057
H 2.8973 -3.9167 -1.1431  0.038
H 3.4468 -5.3494 -0.3324  0.097
C -1.9726 4.8342 1.6474  -0.121
O -1.0953 5.8030 1.0631  -0.275
P -1.1908 7.4095 1.4693  0.476
O -2.4672 8.0968 1.1797  -0.235
O -0.6944 7.4338 3.0233  -0.217
C 0.5060 6.9911 3.5836  -0.118
O 0.0016 8.0333 0.5644  -0.230
C -0.1299 7.9842 -0.8858  -0.080
H -1.3344 4.3660 2.3968  0.073
H -2.3746 4.1742 0.8786  0.059
H -2.7782 5.3957 2.1204  0.089
H 1.1123 6.5010 2.8217  0.090
H 0.3937 6.2813 4.4031  0.088
H 1.0113 7.8315 4.0596  0.091
H 0.8398 7.8311 -1.3596  0.085
H -0.5058 8.9429 -1.2432  0.091
H -0.7429 7.1557 -1.2405  0.069
C -2.0176 3.9506 -2.0870  -0.101
O -3.2625 3.3013 -1.8162  -0.228
P -4.0154 2.4146 -2.9173  0.453
O -3.9581 2.8372 -4.3616  -0.259
O -3.3639 0.9537 -2.6069  -0.264
C -3.3656 -0.1397 -3.4883  -0.127
O -5.5271 2.3166 -2.3331  -0.247
C -6.4021 3.4673 -2.3779  -0.082
H -2.1696 5.0237 -1.9706  0.088
H -1.5912 3.6645 -3.0485  0.029
H -1.2995 3.7384 -1.2949  0.050
H -2.3540 -0.4334 -3.7684  0.062
H -4.0073 0.0775 -4.3423  0.093
H -3.7440 -1.0557 -3.0344  0.065
H -6.7256 3.6870 -1.3604  0.091
H -7.1711 3.4220 -3.1490  0.094
H -5.7929 4.3478 -2.5818  0.077
C -3.3479 -5.8288 -5.7187  -0.073
N -3.2841 -4.8908 -4.5801  0.015
C -2.2679 -4.9590 -3.6944  -0.545
C -2.2297 -3.9650 -2.5448  0.007
O -1.5229 -5.9364 -3.6457  0.027
H -4.3155 -6.3303 -5.7004  0.077
H -2.6841 -6.6921 -5.6721  0.078
H -3.1318 -5.4086 -6.7010  0.078
H -3.8944 -4.0961 -4.7075  0.129
H -2.6428 -4.3501 -1.6126  0.087
H -2.9457 -3.1742 -2.7689  0.046
H -1.2082 -3.6009 -2.4349  0.049
Cl -5.3106 -0.4264 -0.0372  0.540
C -3.9057 0.4263 0.6989  -0.671
C -3.3770 -0.1725 1.9896  -0.569
Cl -2.9085 -1.8533 1.5105  0.565
H -4.2313 1.4661 0.7280  0.070
H -3.1925 0.3178 -0.1181  0.016
H -4.1472 -0.2086 2.7602  0.075
H -2.4560 0.2988 2.3327  0.054
Cl 1.8823 -0.6114 -7.1722  0.565
C 0.5951 0.3461 -6.4268  -0.666
C 1.0234 0.9546 -5.0808  -0.620
Cl -0.3362 1.6966 -4.1817  0.653
H -0.2086 -0.3744 -6.2749  0.058
H 0.1661 1.0642 -7.1256  0.078
H 1.7678 1.7273 -5.2726  0.069
H 1.4837 0.2650 -4.3732  0.046
Cl 0.4901 -1.3857 -1.5763  0.595
C 0.0638 0.2670 -0.9809  -0.667
C 0.6162 0.6374 0.3571  -0.616
Cl -0.3129 2.0657 0.8571  0.666
H -1.0246 0.2970 -1.0305  0.039
H 0.5180 0.9190 -1.7270  0.017
H 1.6675 0.8727 0.1911  0.065
H 0.6021 -0.1785 1.0798  0.063
Cl 4.4612 -1.7372 -1.3091  0.600
C 3.9524 -0.0999 -1.7709  -0.650
C 5.0171 0.5900 -2.6297  -0.628
Cl 6.7145 0.4981 -1.9944  0.509
H 3.9161 0.4318 -0.8201  0.055
H 2.9357 -0.0581 -2.1616  0.029
H 4.7827 1.6362 -2.8264  0.071
H 5.1006 0.0677 -3.5828  0.059

Atoms 1-2, force components in eV/Å:
0.6 0.0 -0.5
-0.3 0.7 0.9

The orbital gap comes out at 9.52 eV. The value obtained for the energy relative to the best compared isomer or geometry (same formula, charge and spin) is 0.0 kcal per mole. The value obtained for the molar mass is 1029.235 g mol⁻¹. The SMILES is COP(=O)(OC)OC.COP(=O)(OC)OC.COP(=O)(OC)OC.COP(=O)(OC)OC.CNC(C)=O.ClCCCl.ClCCCl.ClCCCl.ClCCCl.

***

DFT (ωB97M-V/def2-TZVPD) results for C12H30BF4KN2 as an isolated structure.

Each line ends with the Löwdin spin population.
Positions of all 50 atoms, in Å:
K -0.7431 -0.4506 0.6757  0.613
B -0.0972 -3.4348 0.6414  0.013
F -1.3715 -3.1672 0.2404  0.002
F 0.7524 -2.9407 -0.3399  0.002
F 0.2133 -2.8299 1.8621  0.001
F 0.0543 -4.7832 0.7641  0.000
C 3.6777 -0.1952 2.8003  0.009
C 2.4292 -0.2478 1.8946  0.002
N 1.4227 0.7577 2.1779  0.005
C 1.7319 2.1437 1.7338  0.028
C 1.9089 2.2027 0.1855  0.022
C 0.8901 0.8035 3.5395  0.021
C 0.3100 -0.6018 3.9763  0.013
H 4.2255 0.7259 2.6015  0.003
H 4.3550 -1.0427 2.6944  0.002
H 3.4510 -0.1515 3.8655  0.001
H 2.6956 -0.3282 0.8407  0.002
H 1.9427 -1.2163 2.0104  0.000
H 1.0121 2.9022 2.0414  0.029
H 2.6308 2.4562 2.2651  0.004
H 1.0286 1.9985 -0.4241  0.003
H 2.2729 3.2216 0.0531  0.012
H 2.7712 1.6346 -0.1633  0.005
H 0.1185 1.5732 3.5598  0.025
H 1.6557 1.1114 4.2515  0.003
H 0.9826 -1.4506 3.8529  0.001
H -0.5805 -0.8089 3.3829  0.009
H 0.0703 -0.5654 5.0390  0.004
C -1.5966 2.6418 -1.6978  0.043
C -1.0001 1.5165 -2.5988  0.009
N -1.5093 0.2381 -2.1215  0.004
C -2.9585 0.0336 -2.3765  0.009
C -3.5161 -1.3389 -1.8228  0.010
C -0.7422 -0.8970 -2.5954  0.001
C -0.8811 -1.1959 -4.1072  0.005
H -2.6672 2.8414 -1.7439  0.016
H -1.1539 3.6155 -1.9076  0.016
H -1.3071 2.4325 -0.6680  0.026
H -1.2853 1.6162 -3.6461  0.002
H 0.0888 1.4974 -2.5551  0.002
H -3.5449 0.8194 -1.9004  0.009
H -3.2067 0.0890 -3.4364  0.001
H -3.2303 -1.4803 -0.7804  0.005
H -4.6009 -1.2365 -1.7930  0.003
H -3.3157 -2.1874 -2.4769  0.000
H -1.0455 -1.7533 -1.9931  0.000
H 0.3161 -0.7670 -2.3691  0.002
H -1.8925 -1.4016 -4.4576  0.000
H -0.2721 -2.0707 -4.3350  0.001
H -0.4896 -0.3290 -4.6396  0.001

Atoms 1-2, force components in eV/Å:
0.0 -0.1 -0.1
1.0 -1.0 0.0

The net charge is -1. The orbital gap (spin up / spin down) comes out at 1.91 / 8.77 eV. The spin multiplicity is 2. The value obtained for the molar mass is 328.288 g mol⁻¹. Its expectation value of S² is 0.751.

***

DFT (ωB97M-V/def2-TZVPD) results for H30O19SV as an isolated structure.

Each line ends with the Löwdin spin population.
Positions of all 51 atoms, in Å:
V -0.2062 3.2551 -0.9610  2.922
S 0.0297 0.1669 0.0371  0.005
O -0.9694 -0.7126 0.5483  -0.003
O 1.2250 0.1962 0.8644  0.002
O 0.4959 -0.2271 -1.3008  0.002
O -0.5550 1.4454 -0.1282  0.028
O -2.4511 -1.3158 -1.3408  0.000
H -3.3554 -1.0087 -1.3680  0.000
H -1.9919 -1.0375 -0.4684  0.000
O -2.2429 2.6582 -2.1471  0.013
H -3.0504 3.1328 -2.2852  0.001
H -2.3464 1.8037 -2.6263  0.000
O 2.4413 -2.7770 0.4847  0.000
H 2.0010 -2.6148 -0.3739  0.000
H 1.8951 -2.5125 1.2432  0.000
O 2.8434 0.0209 -2.1711  0.000
H 1.9566 -0.1468 -1.7947  0.000
H 2.7362 0.1430 -3.1473  0.000
O 1.5031 -1.7719 2.7804  0.000
H 1.5950 -1.0424 2.1825  0.000
H 0.7933 -1.6332 3.3690  0.000
O -2.8709 -1.6150 1.7831  0.000
H -2.0571 -1.2736 1.3162  0.000
H -3.0905 -0.8292 2.3113  0.000
O -0.0612 3.6524 1.4040  0.015
H -0.8164 3.7878 2.0277  0.001
H 0.7297 4.1267 1.6688  0.001
O 3.6520 -0.0128 0.6008  0.000
H 2.7161 0.1640 0.7239  0.000
H 3.9856 -0.3137 1.4477  0.000
O 1.4848 1.9042 2.7661  0.000
H 1.4154 1.2111 2.0828  0.000
H 0.9817 2.5775 2.3155  0.000
O -0.2054 -3.4977 0.5866  0.000
H -0.1994 -4.0468 1.3917  0.000
H -0.5599 -2.6652 0.8412  0.000
O -0.5528 -0.1366 4.1532  0.000
H -0.7541 0.2224 3.2965  0.000
H -0.1116 0.6185 4.5858  0.000
O 1.2316 -2.6152 -1.8603  0.000
H 1.3532 -2.6626 -2.8179  0.000
H 0.7097 -1.8331 -1.6273  0.000
O -0.3186 -0.8311 -3.7872  0.000
H -0.7384 -1.6687 -4.0245  0.000
H -0.4796 -0.6631 -2.8580  0.000
O -3.2184 1.3160 0.4206  0.001
H -3.6621 2.1595 0.2797  0.000
H -2.2758 1.3796 0.1989  0.000
O 0.3120 2.0573 -3.2406  0.009
H 0.2717 2.2815 -4.1640  0.000
H 0.7816 1.1838 -3.2191  0.000

Atoms 1-2, force components in eV/Å:
-0.7 -2.8 -0.5
5.2 -5.3 -1.6

The orbital gap (spin up / spin down) comes out at 3.86 / 3.75 eV. The spin multiplicity is 4. The value obtained for the energy relative to the best compared isomer or geometry (same formula, charge and spin) is 89.1 kcal per mole. The value obtained for the molar mass is 417.232 g mol⁻¹. Its expectation value of S² is 3.754.